Record 1
Here is a structure of composition C33H59NP2RhSi from the Open Molecules 2025 dataset. Energies are from ωB97M-V with the def2-TZVPD basis set.

ΔE to the lowest compared entry with this formula, charge and spin   0.0 kcal per mole
Total charge   +1
Total energy   -66122.12263 eV
<S²>   6.073
Orbital gap (alpha / beta)   7.5 / 4.3 eV
Spin multiplicity   5

Geometry as XYZ:
```
97
Properties=species:S:1:pos:R:3:forces:R:3:mulliken_charge:R:1
Rh -0.78989 -0.31779 -3.13943 -1.411 -1.230 5.749 -0.287
C -2.88792 1.72132 -0.75119 0.141 -0.276 -0.416 -0.198
C -3.58150 0.95411 -1.72216 0.279 -0.451 -0.526 0.787
C -3.25499 -0.37918 0.11548 0.826 1.163 0.566 0.874
C -2.65903 0.88380 0.37947 -0.474 -1.386 0.170 0.560
C -3.80860 -0.34129 -1.19469 0.289 0.654 -0.729 0.387
C -2.39485 3.10028 -0.94607 0.179 0.423 -0.044 -1.143
H -2.08211 3.27236 -1.98714 -0.211 -0.062 0.312 0.358
H -1.53415 3.31636 -0.30147 -0.242 -0.039 -0.109 -0.041
H -3.18240 3.83919 -0.72631 0.167 -0.168 -0.014 0.384
C -1.90249 1.22821 1.60405 0.219 0.107 0.420 -0.375
H -1.57964 2.27433 1.59369 -0.078 -0.205 0.081 0.457
H -0.99382 0.60967 1.70415 -0.248 0.197 -0.094 -0.380
H -2.50447 1.05843 2.51108 0.162 0.091 -0.238 0.316
C -3.26258 -1.55512 1.00458 0.031 -0.459 0.365 -0.686
H -4.20023 -1.62788 1.57920 0.192 0.008 -0.163 0.383
H -2.44096 -1.52174 1.72664 -0.153 0.043 -0.094 -0.375
H -3.16190 -2.48122 0.42323 -0.054 0.144 0.196 0.283
C -4.36898 -1.47678 -1.95847 -0.212 -0.492 -0.054 -1.327
H -5.42717 -1.31843 -2.22244 0.300 0.004 0.047 0.358
H -4.30470 -2.40690 -1.37894 -0.073 0.215 -0.248 0.375
H -3.81235 -1.61832 -2.90439 -0.253 0.065 0.341 0.058
C -4.00204 1.40167 -3.07015 -0.349 0.271 -0.394 -1.276
H -4.98493 1.89698 -3.04392 0.181 -0.047 -0.012 0.433
H -4.09440 0.54551 -3.75099 0.052 0.280 0.100 0.317
H -3.28276 2.11715 -3.48823 -0.219 -0.169 -0.004 0.215
C 0.84108 0.79073 -3.52936 0.231 2.172 -0.680 0.650
C -0.37254 1.53997 -3.75705 2.057 1.121 -0.541 0.154
C -0.87226 1.83082 -5.16075 -0.143 0.272 0.056 -1.335
C -1.65157 0.65266 -5.78149 -0.614 0.087 0.099 -1.179
C -1.62652 -0.59999 -4.91222 0.869 -0.966 -1.774 -0.407
C -0.41800 -1.39624 -4.74557 -1.386 -0.734 -1.989 0.002
C 0.92287 -1.02960 -5.36856 -0.069 -0.343 0.117 -1.067
C 1.63759 0.16163 -4.67380 0.364 -0.114 0.438 -1.169
H -0.02838 2.10980 -5.80138 -0.040 -0.026 0.080 0.387
H -1.29324 0.45366 -6.80095 -0.071 -0.126 0.231 0.504
H -1.51984 2.71773 -5.10698 0.163 -0.221 -0.141 0.468
H 1.94960 0.91790 -5.41509 -0.230 -0.153 0.305 0.488
H 1.40549 1.08368 -2.62866 -0.225 -0.408 -0.343 -0.763
H -0.57561 2.32306 -3.01919 -0.070 -0.337 -0.013 0.630
H 2.56579 -0.22670 -4.22714 -0.179 0.213 -0.212 0.445
H 1.56216 -1.91936 -5.28603 -0.109 0.256 -0.103 0.443
H -0.60492 -2.47574 -4.62929 0.232 0.376 0.152 0.516
H 0.79406 -0.85187 -6.44118 -0.028 0.095 0.087 0.355
H -2.70728 0.94673 -5.87410 0.287 -0.058 -0.129 0.365
H -2.58243 -1.13903 -4.83018 0.328 0.133 -0.041 0.626
P 1.75968 1.98979 0.30214 -0.549 -0.317 -0.395 1.045
C 1.83224 2.40890 2.08591 0.177 -0.017 0.065 -0.829
H 2.78160 2.90695 2.32839 -0.262 -0.027 0.112 0.450
H 1.71341 1.49613 2.69217 0.088 0.341 -0.199 -0.250
H 0.99015 3.08053 2.31124 0.266 -0.162 0.009 0.417
C 3.49607 1.58121 -0.13287 0.036 -0.085 0.072 -1.250
H 4.17699 2.29617 0.34808 0.037 -0.192 -0.187 0.439
H 3.59984 1.64402 -1.22680 0.027 0.022 0.315 0.453
H 3.74241 0.55860 0.17695 -0.011 0.350 -0.124 0.015
C 1.70778 3.66406 -0.45655 0.061 0.031 0.050 -1.408
H 1.67463 3.55393 -1.55034 0.021 0.107 0.278 0.301
H 2.60891 4.22583 -0.17355 -0.279 0.075 -0.119 0.441
H 0.80748 4.20161 -0.12869 0.271 -0.056 -0.102 0.371
P 0.37968 -1.86482 -0.96317 -0.490 0.491 -0.670 1.140
C -0.64562 -3.32639 -1.37737 -0.141 -0.305 -0.092 -1.410
H -0.02002 -4.08241 -1.86625 -0.293 0.017 0.087 0.454
H -1.44188 -3.02041 -2.06634 0.092 -0.256 0.135 0.124
H -1.09339 -3.75375 -0.47232 0.055 -0.004 -0.252 0.443
C 2.01681 -2.37200 -1.60731 0.202 -0.018 0.060 -1.288
H 2.15429 -1.96940 -2.61741 -0.004 -0.102 0.207 0.240
H 2.07016 -3.46545 -1.65030 0.173 0.182 0.085 0.475
H 2.81769 -1.98927 -0.96405 -0.102 -0.046 -0.163 0.241
C 0.51898 -2.01248 0.86507 0.079 0.200 0.189 -0.846
H -0.38072 -2.49277 1.27004 0.175 0.131 -0.159 0.419
H 0.62422 -1.02987 1.34382 0.072 -0.246 -0.137 -0.235
H 1.38662 -2.61914 1.15889 -0.239 0.071 -0.139 0.617
C 3.87362 -1.12367 2.22811 0.133 -0.073 -0.125 -0.453
Si 3.17829 -0.90335 3.95838 0.427 0.390 0.173 0.372
C 3.53858 -2.45689 4.93570 -0.209 -0.311 0.134 -1.204
C 4.03585 0.55457 4.77698 0.137 0.174 0.072 -1.160
N 1.47016 -0.59929 3.84203 -0.487 -0.496 -0.216 0.108
C 0.52388 -0.53662 4.76434 -0.066 0.091 0.483 -0.232
C -0.85358 -0.72946 4.38853 -0.189 0.197 0.076 0.375
C -1.88508 -0.60950 5.30960 0.339 -0.123 -0.233 -0.518
C -1.59738 -0.35295 6.66262 0.059 0.033 -0.187 -0.483
C -0.26614 -0.19521 7.07844 0.316 -0.014 -0.268 -0.864
C 0.77587 -0.27170 6.16294 -0.258 -0.150 0.071 0.109
H 4.55603 -1.98593 2.21575 -0.148 0.199 -0.043 0.430
H 4.45488 -0.24568 1.91995 -0.150 -0.208 0.069 0.355
H 3.08491 -1.30575 1.48771 0.200 0.086 0.138 -0.491
H 4.29715 -2.26530 5.70662 -0.184 -0.078 -0.175 0.329
H 2.63215 -2.83117 5.42903 0.222 -0.008 -0.018 0.337
H 3.91572 -3.24627 4.27116 -0.105 0.132 0.223 0.355
H 4.46411 1.23642 4.02959 -0.103 -0.094 0.214 0.311
H 3.34509 1.13084 5.40718 0.221 -0.082 -0.134 0.358
H 4.85475 0.18737 5.41246 -0.147 0.186 -0.151 0.395
H -1.04671 -0.98717 3.34024 0.080 0.185 0.505 0.038
H -2.91955 -0.72541 4.97680 0.312 -0.034 0.185 0.391
H -2.40751 -0.27700 7.38824 0.229 -0.018 -0.205 0.378
H -0.04223 -0.01017 8.12868 -0.092 -0.013 -0.258 0.392
H 1.81188 -0.12485 6.48291 -0.410 -0.078 -0.066 0.234
```
Forces are in eV/Å.

***

Record 2
Here is a cluster of 2 separate species, C10H16O in total from the Open Molecules 2025 dataset. Energies are from ωB97M-V with the def2-TZVPD basis set.

ΔE to the lowest compared entry with this formula, charge and spin   22.6 kcal per mole
Total energy   -12676.74672 eV
SMILES string   CCc1ccc(O)cc1.CC
Orbital gap   9.2 eV
Spin multiplicity   1

Geometry as XYZ:
```
27
Properties=species:S:1:pos:R:3:forces:R:3:mulliken_charge:R:1
C 2.35747 -0.63427 -1.30743 0.185 -0.530 0.358 -1.394
C 1.52919 0.64213 -1.17387 0.153 0.755 -0.191 -0.472
C 0.74041 0.75639 0.10198 -0.723 0.366 0.979 0.056
C 1.17117 0.22911 1.32580 0.645 -0.104 -1.050 -0.176
C 0.43034 0.33235 2.48223 -0.004 0.104 -0.080 -0.755
C -0.79206 0.99646 2.44528 -0.018 -0.151 0.662 1.137
O -1.50819 1.00888 3.61787 -0.182 0.078 -0.255 -0.545
C -1.24486 1.59571 1.28510 0.228 -0.451 -0.355 -0.748
C -0.46390 1.45750 0.14571 0.127 -0.033 -1.034 -0.448
H 2.01837 -1.44504 -0.65856 -0.276 0.216 0.194 0.429
H 3.37076 -0.40954 -0.97113 0.114 -0.232 -0.253 0.352
H 2.38858 -1.13122 -2.27739 0.057 0.603 -0.280 0.319
H 2.21639 1.50049 -1.22126 0.073 -0.176 0.183 0.346
H 0.87468 0.88989 -2.01274 -0.183 -0.629 -0.067 0.333
H 2.13484 -0.27182 1.27199 -0.145 -0.118 0.587 0.360
H 0.77213 -0.10669 3.41068 -0.063 0.033 -0.013 0.391
H -2.40616 1.29535 3.41421 0.075 0.046 0.151 0.280
H -2.22626 2.05130 1.20864 0.110 0.141 0.187 0.267
H -0.80080 1.87250 -0.80481 -0.193 0.056 0.252 0.273
C -0.98049 -2.92517 -2.88760 0.093 -0.238 0.585 -0.739
C -1.17179 -2.07801 -4.12528 -0.425 -0.105 -0.342 -0.825
H -0.19819 -3.67240 -2.99534 0.232 0.008 -0.257 0.273
H -0.68487 -2.31970 -2.02861 -0.152 0.056 0.032 0.154
H -1.86452 -3.50130 -2.60338 -0.119 0.240 -0.099 0.316
H -0.32052 -1.42678 -4.30729 0.055 0.042 -0.048 0.241
H -2.07574 -1.46882 -4.08700 0.092 0.191 0.315 0.265
H -1.33285 -2.69533 -5.00534 0.243 -0.168 -0.164 0.309
```
Forces are in eV/Å.

***

Record 3
Here is the molecule C2H4O2Si from the Open Molecules 2025 dataset. Energies are from ωB97M-V with the def2-TZVPD basis set.

ΔE to the lowest compared entry with this formula, charge and spin   24.2 kcal per mole
Total energy   -14110.99073 eV
SMILES string   O[Si]1(O)C=C1
Orbital gap   9.4 eV
Spin multiplicity   1

Geometry as XYZ:
```
9
Properties=species:S:1:pos:R:3:forces:R:3:mulliken_charge:R:1
O -0.72596 -1.60551 -1.48722 -0.890 2.131 1.483 -0.581
Si -0.24938 -0.82556 0.07249 1.616 1.576 -2.813 0.631
O -0.40787 -1.78644 1.35596 -0.524 -0.301 0.242 -0.505
C -0.04565 0.99055 0.14682 1.355 -4.618 0.588 -0.499
C 1.19046 0.41966 0.15310 -0.907 -1.281 -1.492 -0.462
H -1.39110 -1.09534 -2.07701 1.818 -1.096 1.800 0.326
H -0.35489 -2.74123 1.31570 -0.067 -0.075 -0.171 0.327
H -0.33972 1.92607 -0.01835 -1.313 3.818 -0.409 0.465
H 2.20065 0.80375 -0.15504 -1.088 -0.156 0.772 0.297
```
Forces are in eV/Å.